[1]
{
  "formula": "C31H52N2O3P2Re",
  "method": "ωB97M-V with the def2-TZVPD basis set",
  "species": ["Re", "C", "C", "C", "C", "C", "C", "H", "H", "H", "C", "H", "H", "H", "C", "H", "H", "H", "C", "H", "H", "H", "C", "H", "H", "H", "C", "C", "C", "C", "C", "C", "C", "C", "H", "H", "H", "H", "H", "H", "H", "H", "H", "H", "H", "H", "P", "C", "C", "P", "C", "C", "C", "H", "H", "H", "H", "H", "H", "H", "H", "H", "H", "H", "H", "H", "H", "C", "C", "C", "C", "C", "C", "O", "N", "C", "O", "N", "C", "O", "H", "H", "H", "H", "H", "H", "H", "H", "H", "H", "H"],
  "coordinates": [[0.289, -1.951, 0.166], [-1.417, -2.359, 1.369], [-1.116, -3.454, 0.467], [0.655, -3.186, 1.977], [-0.378, -2.278, 2.342], [0.238, -3.916, 0.797], [-2.643, -1.505, 1.454], [-3.312, -1.649, 0.603], [-2.265, -0.471, 1.476], [-3.225, -1.622, 2.384], [-0.516, -1.533, 3.620], [-0.860, -0.512, 3.424], [0.430, -1.466, 4.151], [-1.245, -1.982, 4.310], [1.825, -3.495, 2.838], [2.082, -4.549, 2.819], [1.601, -3.216, 3.863], [2.711, -2.926, 2.556], [0.932, -5.178, 0.361], [1.223, -5.798, 1.221], [1.869, -4.948, -0.163], [0.320, -5.805, -0.292], [-2.187, -4.182, -0.280], [-2.627, -4.988, 0.329], [-1.840, -4.615, -1.225], [-3.026, -3.519, -0.486], [-2.294, 3.308, -2.654], [-3.265, 2.373, -3.335], [-3.802, 1.492, -2.300], [-2.674, 1.446, -1.160], [-1.601, 2.331, -1.673], [-0.238, 2.699, -1.648], [0.124, 3.802, -2.572], [-1.183, 4.057, -3.418], [-4.136, 0.519, -2.683], [-2.428, 0.386, -0.932], [-4.709, 1.972, -1.868], [-1.098, 3.697, -4.470], [-3.074, 4.221, -2.281], [-3.883, 2.739, -4.162], [-1.387, 5.123, -3.415], [0.272, 4.691, -1.902], [0.509, 2.243, -0.978], [1.080, 3.761, -3.143], [-3.109, 1.808, -0.211], [-2.643, 3.987, -1.608], [-0.684, -0.050, -2.450], [-0.614, 0.993, -4.030], [-1.894, -1.146, -3.324], [1.498, -2.131, -1.685], [1.025, -0.564, -2.697], [1.177, -3.613, -2.801], [3.340, -1.712, -1.879], [0.111, 1.811, -3.960], [-1.563, 1.444, -4.344], [-0.334, 0.368, -4.895], [-1.693, -1.160, -4.399], [-2.929, -0.810, -3.217], [-1.806, -2.143, -2.896], [3.453, -0.629, -2.068], [3.970, -2.194, -2.634], [3.787, -1.893, -0.877], [1.542, 0.327, -2.247], [1.199, -0.530, -3.812], [1.231, -4.568, -2.214], [1.792, -3.834, -3.720], [0.096, -3.551, -3.102], [2.703, 2.463, 4.786], [1.704, 1.582, 4.026], [1.428, 2.046, 2.566], [0.865, 3.492, 2.515], [-0.324, 3.820, 3.403], [2.734, 2.026, 1.780], [3.188, 2.931, 1.106], [3.364, 0.766, 1.902], [2.627, -0.310, 1.396], [3.156, -1.421, 1.209], [1.309, -0.014, 1.101], [0.605, 1.008, 1.743], [-0.627, 1.120, 1.602], [3.577, 2.737, 4.177], [3.076, 1.907, 5.655], [2.251, 3.388, 5.168], [2.108, 0.559, 3.964], [0.744, 1.531, 4.563], [1.705, 4.145, 2.805], [0.632, 3.755, 1.472], [-0.087, 3.693, 4.465], [-0.575, 4.875, 3.249], [-1.205, 3.220, 3.150], [4.359, 0.715, 1.781]],
  "lowdin_spin": [1.59, 0.01, 0.04, 0.02, 0.01, 0.03, 0.00, 0.00, 0.00, 0.00, 0.00, 0.00, 0.00, 0.00, 0.00, 0.00, 0.00, 0.00, 0.01, 0.00, 0.00, 0.00, 0.02, 0.00, 0.00, 0.00, 0.10, 0.59, 0.09, 0.00, 0.01, 0.01, 0.00, 0.00, 0.01, 0.00, 0.04, 0.00, 0.02, 0.02, 0.00, 0.00, 0.00, 0.00, 0.00, 0.03, 0.01, 0.05, 0.00, 0.09, 0.01, 0.03, 0.02, 0.00, 0.02, 0.00, 0.00, 0.00, 0.00, 0.00, 0.00, 0.00, 0.00, 0.00, 0.00, 0.00, 0.00, 0.00, 0.00, 0.00, 0.00, 0.00, 0.00, 0.00, 0.00, 0.01, 0.04, 0.03, 0.00, 0.01, 0.00, 0.00, 0.00, 0.00, 0.00, 0.00, 0.00, 0.00, 0.00, 0.00, 0.00],
  "lumo_energy_ev": [-6.31, -6.95],
  "orbital_gap_ha": [0.2710, 0.2510],
  "molar_mass_g_mol": 748.9,
  "total_energy_ev": -62799.5455,
  "multiplicity": 4,
  "total_charge": 2
}


[2]
{
  "formula": "C31H52N2O3P2Rh",
  "method": "ωB97M-V with the def2-TZVPD basis set",
  "species": ["Rh", "C", "C", "C", "C", "C", "C", "H", "H", "H", "C", "H", "H", "H", "C", "H", "H", "H", "C", "H", "H", "H", "C", "H", "H", "H", "C", "C", "C", "C", "C", "C", "C", "C", "H", "H", "H", "H", "H", "H", "H", "H", "H", "H", "H", "H", "P", "C", "C", "P", "C", "C", "C", "H", "H", "H", "H", "H", "H", "H", "H", "H", "H", "H", "H", "H", "H", "C", "C", "C", "C", "C", "C", "O", "N", "C", "O", "N", "C", "O", "H", "H", "H", "H", "H", "H", "H", "H", "H", "H", "H"],
  "coordinates": [[-0.193, -0.041, 0.088], [1.864, -0.912, 0.021], [1.912, 0.509, 0.209], [0.907, -0.440, 2.080], [1.238, -1.494, 1.178], [1.264, 0.810, 1.461], [2.525, -1.690, -1.068], [2.725, -1.075, -1.949], [1.904, -2.544, -1.359], [3.491, -2.090, -0.722], [1.098, -2.948, 1.450], [1.250, -3.524, 0.534], [0.104, -3.183, 1.852], [1.850, -3.279, 2.181], [0.449, -0.611, 3.483], [1.319, -0.734, 4.147], [-0.175, -1.506, 3.598], [-0.110, 0.268, 3.824], [1.151, 2.146, 2.103], [1.899, 2.252, 2.900], [0.158, 2.260, 2.554], [1.318, 2.949, 1.380], [2.752, 1.460, -0.578], [3.756, 1.547, -0.132], [2.320, 2.466, -0.586], [2.889, 1.111, -1.606], [-2.640, 1.303, -6.380], [-1.330, 1.501, -6.605], [-0.679, 2.764, -7.090], [-1.394, 4.091, -6.734], [-1.716, 4.275, -5.278], [-2.802, 3.851, -4.624], [-3.994, 3.146, -5.209], [-3.742, 2.314, -6.489], [-0.565, 2.742, -8.187], [-2.286, 4.202, -7.361], [0.345, 2.787, -6.687], [-3.589, 2.989, -7.339], [-3.002, 0.291, -6.165], [-0.649, 0.645, -6.567], [-4.673, 1.763, -6.698], [-4.413, 2.490, -4.430], [-2.939, 4.136, -3.572], [-4.791, 3.871, -5.446], [-0.711, 4.905, -7.025], [-0.978, 4.898, -4.754], [-0.589, -0.228, -2.262], [-1.282, -1.716, -3.020], [0.596, 0.425, -3.481], [-1.403, 1.933, -0.612], [-1.899, 1.075, -2.186], [-0.403, 3.344, -1.195], [-2.892, 2.735, 0.055], [-1.844, -2.269, -2.254], [-0.446, -2.335, -3.373], [-1.921, -1.434, -3.868], [0.043, 0.761, -4.369], [1.277, -0.385, -3.769], [1.179, 1.257, -3.077], [-3.245, 3.497, -0.654], [-2.611, 3.218, 0.999], [-3.679, 1.993, 0.253], [-2.886, 0.605, -2.067], [-1.890, 1.743, -3.059], [-0.200, 3.991, -0.334], [-0.980, 3.905, -1.940], [0.547, 3.025, -1.633], [-2.918, -5.400, 0.788], [-3.905, -4.259, 0.889], [-3.342, -2.986, 1.571], [-2.694, -3.316, 2.936], [-3.597, -4.030, 3.945], [-4.469, -1.968, 1.737], [-5.653, -2.167, 1.538], [-3.999, -0.727, 2.167], [-2.731, -0.211, 1.891], [-2.365, 0.848, 2.411], [-2.000, -0.947, 0.977], [-2.316, -2.244, 0.695], [-1.757, -2.845, -0.245], [-2.026, -5.064, 0.252], [-3.354, -6.232, 0.231], [-2.633, -5.761, 1.780], [-4.268, -3.984, -0.111], [-4.779, -4.577, 1.471], [-1.791, -3.916, 2.743], [-2.343, -2.361, 3.353], [-3.875, -5.047, 3.636], [-3.046, -4.107, 4.889], [-4.520, -3.467, 4.136], [-4.650, -0.078, 2.588]],
  "lowdin_spin": [2.27, 0.18, 0.09, 0.20, 0.20, 0.16, 0.02, 0.00, 0.00, 0.01, 0.03, 0.00, 0.00, 0.01, 0.03, 0.01, 0.00, 0.00, 0.02, 0.01, 0.00, 0.00, 0.01, 0.00, 0.00, 0.00, 0.00, 0.00, 0.00, 0.00, 0.00, 0.00, 0.00, 0.00, 0.00, 0.00, 0.00, 0.00, 0.00, 0.00, 0.00, 0.00, 0.00, 0.00, 0.00, 0.00, 0.15, 0.04, 0.02, 0.14, 0.03, 0.02, 0.04, 0.00, 0.00, 0.01, 0.00, 0.00, 0.00, 0.01, 0.00, 0.00, 0.00, 0.01, 0.00, 0.00, 0.00, 0.00, 0.00, 0.00, 0.00, 0.00, 0.00, 0.00, 0.01, 0.01, 0.02, 0.14, 0.02, 0.04, 0.00, 0.00, 0.00, 0.00, 0.00, 0.00, 0.00, 0.00, 0.00, 0.00, 0.00],
  "lumo_energy_ev": [-1.76, -5.32],
  "orbital_gap_ha": [0.2777, 0.2250],
  "molar_mass_g_mol": 665.6,
  "total_energy_ev": -63692.3240,
  "multiplicity": 5,
  "total_charge": 1
}